Record 1
{
  "formula": "C3H7NO3",
  "method": "ωB97M-V/def2-TZVPD",
  "elements": ["N", "C", "C", "O", "C", "O", "O", "H", "H", "H", "H", "H", "H", "H"],
  "positions_angstrom": [[1.108, -0.789, -0.712], [-0.251, -0.523, -0.235], [-0.082, -0.239, 1.244], [0.797, 0.984, 1.292], [-0.916, 0.707, -1.048], [-1.070, 0.784, -2.263], [-1.258, 1.711, -0.201], [1.135, -0.829, -1.692], [1.346, -1.807, -0.525], [-0.914, -1.343, -0.555], [0.284, -1.120, 1.838], [-1.040, 0.197, 1.554], [1.528, 0.709, 0.729], [-0.667, 1.558, 0.573]],
  "smiles": "N[C@@H](CO)C(=O)O",
  "relative_energy_kcal_mol": 44.8,
  "gap_ev": 10.98,
  "largest_force_ha_per_bohr": 0.0570,
  "total_energy_ha": -398.9663
}



Record 2
{
  "formula": "C3H7NOP",
  "method": "ωB97M-V/def2-TZVPD",
  "elements": ["C", "C", "C", "N", "O", "P", "H", "H", "H", "H", "H", "H", "H"],
  "positions_angstrom": [[0.682, -0.605, -0.530], [-0.190, 0.493, -0.215], [-0.178, -1.363, 2.078], [-0.242, 2.539, -2.571], [-1.153, 3.330, -2.916], [-0.934, -0.989, 0.399], [0.696, -1.048, -1.474], [1.665, -0.771, 0.030], [0.196, 1.108, 0.738], [0.256, -0.473, 2.525], [0.664, -2.208, 1.846], [-0.896, -1.625, 2.836], [-0.565, 1.613, -2.746]],
  "relative_energy_kcal_mol": 108.7,
  "total_charge": -1,
  "gap_ev": [5.68, 5.69],
  "largest_force_ha_per_bohr": 0.0801,
  "total_energy_ha": -589.6620
}



Record 3
{
  "formula": "C3H7NOS",
  "method": "ωB97M-V/def2-TZVPD",
  "elements": ["O", "C", "C", "C", "S", "N", "H", "H", "H", "H", "H", "H", "H"],
  "positions_angstrom": [[0.735, 2.502, -0.095], [-0.255, 1.732, 0.131], [-0.056, 0.269, 0.469], [0.366, -0.494, -0.776], [1.052, -2.232, -0.424], [-1.233, -0.279, 1.109], [-1.303, 2.068, 0.198], [0.840, 0.270, 1.115], [-0.455, -0.623, -1.467], [1.156, 0.012, -1.322], [2.333, -1.852, -0.467], [-1.183, -1.298, 1.071], [-1.995, -0.075, 0.456]],
  "relative_energy_kcal_mol": 13.5,
  "total_charge": -1,
  "gap_ev": [3.31, 6.81],
  "multiplicity": 2,
  "largest_force_ha_per_bohr": 0.0294,
  "total_energy_ha": -646.6483
}



Record 4
{
  "formula": "C3H7NOS",
  "method": "ωB97M-V/def2-TZVPD",
  "elements": ["C", "C", "C", "N", "O", "S", "H", "H", "H", "H", "H", "H", "H"],
  "positions_angstrom": [[-1.135, -0.124, 1.215], [1.825, 0.707, 1.085], [-1.549, 0.480, 2.189], [-0.149, -0.595, -1.837], [2.609, 0.437, -1.307], [2.743, -0.132, 0.003], [-0.735, -0.758, 0.522], [-0.946, -0.166, -1.440], [1.261, 1.489, 0.750], [1.631, 0.345, 2.060], [-1.928, 1.149, 2.920], [-0.396, -1.523, -2.200], [0.135, -0.012, -2.620]],
  "relative_energy_kcal_mol": 107.0,
  "gap_ev": 9.42,
  "largest_force_ha_per_bohr": 0.0829,
  "total_energy_ha": -646.5415
}



Record 5
{
  "formula": "C3H7NOS",
  "method": "ωB97M-V/def2-TZVPD",
  "elements": ["C", "C", "C", "N", "O", "S", "H", "H", "H", "H", "H", "H", "H"],
  "positions_angstrom": [[1.509, 0.556, -1.988], [0.623, 0.681, -1.037], [0.189, -0.469, -0.219], [-1.022, 0.212, 2.134], [-2.022, -1.666, 0.735], [-1.490, -0.290, 0.521], [1.862, 1.327, -2.585], [0.504, 1.603, -0.469], [1.694, -0.442, -2.382], [0.153, -1.354, -0.873], [0.566, -0.601, 0.764], [-1.097, -0.547, 2.894], [-1.469, 0.991, 2.506]],
  "relative_energy_kcal_mol": 69.8,
  "gap_ev": 9.69,
  "largest_force_ha_per_bohr": 0.0616,
  "total_energy_ha": -646.6008
}



Record 6
{
  "formula": "C3H7NOS",
  "method": "ωB97M-V/def2-TZVPD",
  "elements": ["C", "C", "C", "N", "O", "S", "H", "H", "H", "H", "H", "H", "H"],
  "positions_angstrom": [[-1.062, -0.736, 0.601], [-1.647, 0.009, -0.313], [1.717, -0.828, -0.546], [1.858, 1.720, -0.490], [1.965, -2.076, -0.295], [2.370, 0.372, 0.440], [-0.764, -0.336, 1.557], [-0.855, -1.780, 0.441], [-1.941, -0.390, -1.269], [-1.861, 1.053, -0.145], [1.528, 2.463, 0.117], [1.116, 1.405, -1.109], [2.528, -2.289, 0.470]],
  "relative_energy_kcal_mol": 98.5,
  "gap_ev": 8.71,
  "largest_force_ha_per_bohr": 0.0226,
  "total_energy_ha": -646.5550
}